1.
Molecular formula: C23H15AuINO4
Method: DFT, ωB97M-V with the def2-TZVPD basis set

Results
energy above the lowest of the compared OMol25 structures with the same formula, charge and spin	15.2	kcal per mole
DFT total energy	-45562.697	eV

Last column: natural (NBO) charge in e.
Atoms and positions in Å:
Au -0.048 0.100 -0.218  0.9960
I 2.785 0.165 -0.427  0.2882
C 2.560 2.302 -0.147  -0.0935
C 3.719 3.024 -0.068  -0.2493
C 3.670 4.422 0.022  -0.2065
C 2.461 5.056 0.014  -0.1536
C 1.256 4.325 -0.028  -0.0788
C 0.012 4.985 0.001  -0.1653
C -1.158 4.285 0.001  -0.2019
C -1.130 2.882 -0.024  -0.2429
C 0.055 2.203 -0.096  -0.1919
C 1.282 2.896 -0.098  -0.0879
H 4.674 2.524 -0.085  0.2291
H 4.592 4.981 0.076  0.2271
H 2.399 6.135 0.042  0.2198
H 0.012 6.064 0.037  0.2165
H -2.108 4.794 0.039  0.2235
H -2.066 2.348 0.010  0.2349
C -4.915 -0.025 -0.089  -0.1987
C -4.269 0.050 -1.310  -0.2242
C -2.887 -0.078 -1.373  -0.2168
C -2.161 -0.253 -0.211  -0.1196
C -2.806 -0.357 1.007  -0.2773
C -4.187 -0.230 1.070  -0.2017
H -5.991 0.060 -0.040  0.2181
H -4.830 0.207 -2.220  0.2213
H -2.396 -0.024 -2.334  0.2191
H -2.254 -0.526 1.920  0.2321
H -4.681 -0.295 2.028  0.2234
O -0.047 -4.170 0.908  -0.6329
C 0.226 -2.988 0.992  0.7769
O 0.342 -2.128 0.094  -0.8153
C 0.526 -2.491 2.441  -0.1049
C 0.825 -3.433 3.421  -0.1795
C 1.144 -3.005 4.695  -0.2015
C 1.164 -1.643 4.979  0.0630
C 0.848 -0.700 4.007  -0.1960
C 0.526 -1.140 2.741  -0.2145
N 1.510 -1.191 6.299  0.5155
O 1.548 0.010 6.492  -0.3878
O 1.744 -2.033 7.142  -0.3779
H 0.806 -4.482 3.170  0.2492
H 1.378 -3.708 5.479  0.2451
H 0.857 0.350 4.254  0.2419
H 0.273 -0.420 1.970  0.1797

***

2.
Molecular formula: C7H10
Method: DFT, ωB97M-V with the def2-TZVPD basis set

Results
SMILES	C=CC(C=C)=CC
energy above the lowest of the compared OMol25 structures with the same formula, charge and spin	64.7	kcal per mole
DFT total energy	-7418.228	eV

Last column: natural (NBO) charge in e.
Atoms and positions in Å:
C 0.252 1.685 0.043  -0.2056
C 1.071 2.367 0.882  -0.3989
C 0.786 -0.602 0.643  -0.1086
C -0.145 0.236 0.109  -0.1371
C -1.279 -0.350 -0.572  -0.1985
C -1.685 -0.065 -1.824  -0.3914
C 0.660 -2.071 0.534  -0.6597
H -0.443 2.214 -0.626  0.2081
H 1.523 1.794 1.844  0.1957
H 1.283 3.468 0.738  0.2170
H 1.583 -0.205 1.290  0.1982
H -1.862 -1.194 0.017  0.2094
H -2.502 -0.584 -2.281  0.2056
H -1.062 0.614 -2.407  0.1957
H -0.370 -2.325 0.061  0.2207
H 1.533 -2.500 -0.040  0.2305
H 0.657 -2.483 1.590  0.2187

***

3.
Molecular formula: C26H28N3O9P2PtSi
Method: DFT, ωB97M-V with the def2-TZVPD basis set

Results
energy above the lowest of the compared OMol25 structures with the same formula, charge and spin	0.0	kcal per mole
charge	+1
DFT total energy	-80018.430	eV

Last column: natural (NBO) charge in e.
Atoms and positions in Å:
Pt 0.566 -0.114 -0.414  1.0883
O -0.744 -1.935 5.993  -0.6938
C -1.390 -1.070 5.392  0.7267
O -2.249 -0.246 5.727  -0.7030
C -0.816 -0.780 3.967  0.0181
C -1.362 0.250 3.203  -0.2121
C -0.930 0.422 1.909  0.2477
N 0.014 -0.405 1.424  -0.4406
C 0.601 -1.374 2.143  0.1334
C 0.192 -1.584 3.442  -0.1929
C 1.603 -2.127 1.359  0.2601
C 2.321 -3.195 1.851  -0.2182
C 3.175 -3.886 0.997  -0.1098
C 3.276 -3.495 -0.325  -0.2196
C 2.546 -2.403 -0.760  0.0983
N 1.745 -1.731 0.067  -0.4633
C -1.429 1.403 0.919  0.1538
C -2.435 2.308 1.183  -0.1499
C -2.861 3.158 0.171  -0.1245
C -2.282 3.072 -1.082  -0.2270
C -1.278 2.145 -1.296  0.0563
N -0.853 1.348 -0.316  -0.4485
H -2.135 0.846 3.674  0.2810
H 0.586 -2.359 4.089  0.2822
H 2.203 -3.488 2.885  0.2541
H 3.748 -4.724 1.369  0.2477
H 3.920 -4.005 -1.026  0.2510
H 2.622 -2.028 -1.771  0.2482
H -2.880 2.343 2.167  0.2497
H -3.646 3.876 0.365  0.2471
H -2.595 3.708 -1.897  0.2501
H -0.780 2.037 -2.247  0.2605
C 2.989 3.883 -1.669  -0.6522
C 2.701 2.428 -1.319  -0.4968
O 1.765 2.361 -0.219  -0.7396
P 4.239 1.567 -0.809  2.3784
O 5.266 1.858 -1.973  -0.9924
O 4.761 2.482 0.369  -0.9851
O 3.995 0.156 -0.493  -1.1179
P 2.052 1.507 -2.799  2.3790
O 0.980 2.549 -3.420  -1.0222
O 3.135 1.229 -3.759  -1.1205
O 1.181 0.343 -2.298  -1.1290
H 3.420 4.391 -0.807  0.2459
H 2.066 4.391 -1.958  0.2169
H 3.691 3.953 -2.499  0.2538
H 1.156 3.103 -0.334  0.4842
H 4.962 1.408 -2.789  0.5468
H 5.704 2.409 0.568  0.5293
H 1.341 2.983 -4.204  0.5274
C -0.780 -3.395 -0.434  -1.1877
Si -1.184 -1.729 -1.141  1.7503
C -1.021 -1.615 -2.977  -1.1852
C -2.757 -1.090 -0.409  -0.6344
C -3.662 -0.335 -1.162  -0.1802
C -4.846 0.118 -0.600  -0.2150
C -5.137 -0.166 0.728  -0.1728
C -4.253 -0.918 1.492  -0.2294
C -3.079 -1.384 0.921  -0.1218
H -1.613 -4.042 -0.729  0.2765
H -0.741 -3.405 0.655  0.2551
H 0.136 -3.830 -0.829  0.2550
H -1.709 -2.340 -3.421  0.2691
H -0.008 -1.856 -3.298  0.2729
H -1.259 -0.624 -3.364  0.2622
H -3.451 -0.109 -2.202  0.2162
H -5.546 0.687 -1.199  0.2291
H -6.060 0.188 1.167  0.2332
H -4.479 -1.145 2.526  0.2446
H -2.406 -1.979 1.531  0.2052

***

4.
Molecular formula: C5H6ClP
Method: DFT, ωB97M-V with the def2-TZVPD basis set

Results
SMILES	C=C/C=C\C=P\Cl
energy above the lowest of the compared OMol25 structures with the same formula, charge and spin	17.4	kcal per mole
DFT total energy	-27091.334	eV

Last column: natural (NBO) charge in e.
Atoms and positions in Å:
C -1.115 -0.581 0.113  -0.2099
C -0.127 -1.447 0.270  -0.2141
C -1.048 0.830 -0.502  -0.2311
C 1.265 -1.283 -0.150  -0.7242
C -0.987 1.912 0.271  -0.3745
P 1.856 0.232 -0.229  0.7696
Cl 3.879 0.132 -0.217  -0.3087
H -2.071 -0.865 0.465  0.2099
H -0.321 -2.354 0.847  0.2172
H -0.841 1.036 -1.573  0.2159
H 1.696 -2.250 -0.279  0.2462
H -0.948 2.823 -0.300  0.2050
H -1.239 1.814 1.283  0.1987

***

5.
Molecular formula: C24H23BCl21N4O3PS2
Method: DFT, ωB97M-V with the def2-TZVPD basis set

Results
SMILES	COB(O)c1cc(CCC(C)C)c(OC#N)c2c1N([PH2]=N)c1c(cc(Cl)c(N)c1S)S2.ClC(Cl)(Cl)Cl.ClC(Cl)(Cl)Cl.ClC(Cl)(Cl)Cl.ClC(Cl)(Cl)Cl.ClC(Cl)(Cl)Cl
DFT total energy	-331970.183	eV

Last column: Löwdin charge in e.
Atoms and positions in Å:
C -5.758 -0.066 -2.785  -0.0472
O -4.441 -0.336 -2.302  0.0282
B -3.402 0.041 -3.090  -0.6462
O -3.500 1.189 -3.833  0.1924
C -2.116 -0.887 -3.163  0.0056
C -1.894 -1.602 -4.339  0.0313
C -0.776 -2.421 -4.469  -0.1325
C -0.575 -3.230 -5.734  -0.1085
C -1.200 -4.628 -5.624  -0.1671
C -2.666 -4.679 -5.221  -0.4264
C -3.108 -6.144 -5.093  -0.0823
C -3.606 -3.958 -6.216  -0.0621
C 0.125 -2.462 -3.424  -0.1905
O 1.282 -3.279 -3.527  0.0472
C 2.295 -2.654 -4.030  -0.3610
N 3.169 -2.054 -4.445  0.1893
C -0.074 -1.758 -2.251  -0.3636
C -1.215 -0.991 -2.101  -0.2492
N -1.520 -0.266 -0.881  -0.1559
P -2.077 -1.420 0.353  0.7285
N -3.619 -1.398 0.576  -0.2492
C -0.348 0.402 -0.354  -0.3433
C 0.903 -0.175 -0.314  -0.4455
C 1.973 0.497 0.241  -0.1080
C 1.775 1.759 0.767  -0.5899
Cl 3.096 2.597 1.501  0.6951
C 0.532 2.389 0.752  -0.3636
N 0.368 3.686 1.319  0.0394
C -0.535 1.685 0.177  -0.4641
S -2.120 2.467 0.160  0.8652
S 1.120 -1.816 -0.954  1.0547
H -6.476 -0.556 -2.138  0.0910
H -5.952 1.003 -2.760  0.0922
H -5.891 -0.466 -3.788  0.0926
H -2.683 1.301 -4.330  0.1115
H -2.605 -1.527 -5.146  0.1234
H -1.040 -2.667 -6.534  0.1116
H 0.486 -3.349 -5.924  0.1114
H -0.635 -5.237 -4.922  0.1173
H -1.123 -5.093 -6.608  0.1252
H -2.840 -4.240 -4.240  0.1251
H -2.419 -6.683 -4.449  0.0755
H -4.115 -6.174 -4.689  0.0791
H -3.144 -6.598 -6.080  0.0787
H -3.079 -3.426 -7.003  0.0704
H -4.274 -3.268 -5.707  0.0693
H -4.252 -4.697 -6.685  0.0698
H -1.566 -2.649 -0.087  0.0020
H -1.338 -1.079 1.503  0.0040
H -3.816 -1.127 1.534  -0.0381
H 2.945 0.037 0.288  0.1101
H 0.023 3.597 2.267  0.0975
H -0.271 4.247 0.774  0.0565
H -2.952 1.415 0.107  -0.1338
C 1.310 -4.558 2.643  -2.0328
Cl 1.183 -4.675 4.399  0.5235
Cl 0.880 -6.106 1.912  0.5388
Cl 0.208 -3.307 2.056  0.4796
Cl 2.964 -4.129 2.194  0.5349
C 4.268 6.521 3.010  -2.0511
Cl 4.919 5.365 4.175  0.4942
Cl 3.838 8.018 3.854  0.5100
Cl 5.491 6.871 1.783  0.5258
Cl 2.838 5.837 2.242  0.5081
C 6.585 5.096 8.028  -2.0543
Cl 6.506 4.993 9.792  0.5187
Cl 6.060 3.560 7.326  0.5179
Cl 5.531 6.390 7.465  0.4839
Cl 8.246 5.433 7.533  0.5284
C -1.593 -2.080 5.944  -2.0565
Cl -0.071 -1.189 5.829  0.5192
Cl -1.359 -3.529 6.928  0.5205
Cl -2.822 -1.056 6.691  0.5295
Cl -2.118 -2.546 4.322  0.4951
C 6.413 10.367 8.959  -2.0568
Cl 7.958 11.205 8.781  0.5250
Cl 6.648 8.896 9.906  0.5074
Cl 5.262 11.422 9.785  0.5240
Cl 5.785 9.950 7.360  0.5037

***

6.
Molecular formula: C8H16N2O
Method: DFT, ωB97M-V with the def2-TZVPD basis set

Results
energy above the lowest of the compared OMol25 structures with the same formula, charge and spin	94.4	kcal per mole
DFT total energy	-13579.446	eV

Last column: natural (NBO) charge in e.
Atoms and positions in Å:
C 0.609 -1.727 -0.146  -0.1557
C -0.671 -0.921 0.057  0.1130
C 0.809 1.009 0.211  0.4572
C -1.726 -1.494 -0.900  -0.6151
C -1.213 -1.114 1.484  -0.6094
C 1.186 0.985 1.664  -0.6922
C 1.580 1.977 -0.621  -0.6963
C -0.995 1.116 -1.370  -0.4062
N -0.392 0.507 -0.201  -0.4336
N 1.706 -1.125 -0.306  0.0474
O 2.892 -1.444 -0.485  -0.5275
H 0.484 -2.805 -0.162  0.1862
H -2.699 -1.030 -0.756  0.2063
H -1.837 -2.555 -0.691  0.2270
H -1.423 -1.393 -1.938  0.2192
H -1.518 -2.149 1.621  0.2139
H -2.082 -0.476 1.636  0.2073
H -0.472 -0.884 2.240  0.2155
H 0.347 1.323 2.275  0.2263
H 2.022 1.661 1.827  0.2258
H 1.488 0.001 2.013  0.2567
H 1.339 3.012 -0.365  0.2260
H 1.427 1.832 -1.685  0.2323
H 2.639 1.823 -0.412  0.2577
H -0.832 2.190 -1.328  0.2088
H -0.598 0.736 -2.317  0.1949
H -2.071 0.946 -1.346  0.2145

***

7.
Molecular formula: C4H10N2O
Method: DFT, ωB97M-V with the def2-TZVPD basis set

Results
SMILES	C/C=C/N.NC=O
energy above the lowest of the compared OMol25 structures with the same formula, charge and spin	89.5	kcal per mole
DFT total energy	-9335.105	eV

Last column: natural (NBO) charge in e.
Atoms and positions in Å:
C 2.236 1.567 0.156  -0.6525
N 0.694 -1.731 -0.508  -0.8892
C 0.903 -0.575 0.265  -0.0740
C 1.064 0.717 -0.163  -0.1306
H -0.259 -1.906 -0.802  0.3663
H 1.239 -1.943 -1.333  0.3769
H 1.653 -0.862 1.008  0.1509
H 0.245 1.216 -0.662  0.2006
H 3.006 1.014 0.697  0.2120
H 1.976 2.433 0.766  0.2111
H 2.667 1.921 -0.787  0.2289
N -3.125 -0.661 0.470  -0.8222
C -1.851 -0.245 0.094  0.5004
O -1.661 -0.136 -1.136  -0.6071
H -3.754 -0.889 -0.288  0.3906
H -3.580 -0.217 1.250  0.3846
H -1.455 0.296 0.972  0.1533

***

8.
Molecular formula: C6H14O
Method: DFT, ωB97M-V with the def2-TZVPD basis set

Results
SMILES	C/C=C/O.CCC
energy above the lowest of the compared OMol25 structures with the same formula, charge and spin	34.9	kcal per mole
DFT total energy	-8495.380	eV

Last column: natural (NBO) charge in e.
Atoms and positions in Å:
C -1.687 2.849 -1.947  -0.6311
C -0.938 2.649 -0.649  -0.2676
C -0.858 1.448 -0.043  0.1068
O -0.054 1.356 1.092  -0.6968
H -1.030 3.284 -2.694  0.2154
H -2.114 1.902 -2.282  0.2061
H -2.552 3.523 -1.694  0.2113
H -0.237 3.443 -0.343  0.2078
H -1.434 0.578 -0.379  0.1716
H -0.186 0.514 1.529  0.4783
C 0.208 -2.381 1.635  -0.6189
C 1.369 -2.433 0.658  -0.3978
C 1.511 -1.153 -0.261  -0.6092
H 0.524 -1.790 2.505  0.2041
H -0.078 -3.422 1.939  0.2209
H -0.717 -1.880 1.182  0.1903
H 1.359 -3.306 0.003  0.1962
H 2.324 -2.551 1.242  0.1940
H 2.379 -1.268 -0.913  0.2109
H 0.621 -1.088 -0.921  0.1950
H 1.590 -0.273 0.342  0.2125